17
Properties=species:S:1:pos:R:3 method="wB97M-V/def2-TZVPD" multiplicity=3 homo_ev="-3.47 / -5.45" energy_ev=-27163.961 homo_lumo_gap_ha="0.251 / 0.240" total_charge=-1
C -1.259 1.179 -1.057
C -1.978 1.115 -2.258
C -0.280 0.214 -1.181
C -0.082 -0.359 2.783
N -1.501 0.179 -3.065
N 0.316 -1.377 1.990
N -0.473 -0.360 -2.378
N 2.452 -0.209 1.093
O 0.514 0.847 2.628
O -0.937 -0.501 3.629
O 1.649 -2.469 0.139
S 1.298 -1.213 0.778
H -1.426 1.829 -0.222
H -2.835 1.702 -2.549
H 0.049 -1.123 -2.781
H 1.291 0.758 2.032
H 3.201 -0.212 0.418